--- a ---
# C24H22IIrN10O7P2S

A structure of composition C24H22IIrN10O7P2S (ωB97M-V with the def2-TZVPD basis set, the OMol25 dataset).

* orbital gap (spin up / spin down): 6.6 / 6.4 eV
* expectation value of S²: 0.80
* E_LUMO (spin up / spin down): -4.6 / -5.3 eV
* HOMO (spin up / spin down): -11.23 / -11.71 eV

Structure (ORCA input):
```
! wB97M-V def2-TZVPD RIJCOSX def2/J DEFGRID3
* xyz 1 2
Ir -0.08 1.01 -0.51
N -0.75 0.66 3.53
C -0.86 0.29 2.27
N 0.03 0.97 1.56
C 0.65 1.78 2.47
N 0.20 1.60 3.68
C 1.67 2.81 2.18
C 1.64 4.02 2.85
N 2.53 4.97 2.61
C 3.45 4.70 1.69
C 3.48 3.48 1.02
N 2.60 2.53 1.27
H -1.27 0.34 4.33
H -1.58 -0.42 1.89
H 0.87 4.22 3.59
H 4.18 5.47 1.48
H 4.24 3.28 0.27
O -4.41 2.08 -0.12
P -3.05 1.99 -0.92
O -3.24 1.50 -2.29
O -2.07 1.17 -0.04
O -2.47 3.49 -0.85
P -1.17 4.02 -0.04
O -1.58 3.73 1.50
O -0.91 5.42 -0.30
O -0.03 3.03 -0.36
H -4.38 2.67 0.64
H -1.76 4.57 1.94
S 2.14 0.77 -0.92
C 2.20 -0.91 -0.67
N 3.38 -1.51 -0.75
N 3.57 -2.74 -0.39
C 2.79 -3.52 0.54
C 2.38 -4.79 0.17
C 1.70 -5.57 1.09
C 1.43 -5.07 2.36
C 1.85 -3.79 2.71
C 2.54 -3.01 1.80
N 1.04 -1.66 -0.51
N -0.03 -1.02 -0.52
C -1.20 -1.85 -0.39
C -1.12 -3.00 0.39
C -2.24 -3.80 0.53
C -3.42 -3.47 -0.13
C -3.48 -2.32 -0.91
C -2.38 -1.49 -1.04
H 4.51 -3.06 -0.59
H 2.59 -5.16 -0.83
H 1.38 -6.56 0.82
H 0.90 -5.69 3.08
H 1.66 -3.42 3.71
H 2.89 -2.02 2.07
H -0.19 -3.24 0.90
H -2.19 -4.69 1.14
H -4.29 -4.10 -0.02
H -4.40 -2.06 -1.42
H -2.45 -0.60 -1.64
I -1.25 -1.53 -5.75
C -0.87 0.21 -4.68
C -0.93 1.46 -5.28
C -0.66 2.57 -4.50
C -0.37 2.41 -3.16
N -0.34 1.20 -2.58
C -0.57 0.12 -3.34
H -1.18 1.57 -6.32
H -0.68 3.57 -4.92
H -0.15 3.25 -2.53
H -0.51 -0.84 -2.86
*
```


--- b ---
# C24H22IIrN10O7P2S

A structure of composition C24H22IIrN10O7P2S (ωB97M-V with the def2-TZVPD basis set, the OMol25 dataset).

* orbital gap (spin up / spin down): 6.7 / 6.3 eV
* expectation value of S²: 0.80
* E_LUMO (spin up / spin down): -4.4 / -5.3 eV
* HOMO (spin up / spin down): -11.08 / -11.59 eV

Structure (ORCA input):
```
! wB97M-V def2-TZVPD RIJCOSX def2/J DEFGRID3
* xyz 1 2
Ir 0.24 -1.34 -0.50
N 1.82 -4.68 1.47
C 1.52 -3.93 0.42
N 1.18 -2.72 0.84
C 1.28 -2.81 2.22
N 1.68 -4.00 2.61
C 1.04 -1.78 3.25
C 1.37 -2.05 4.58
N 1.16 -1.17 5.54
C 0.62 -0.01 5.19
C 0.30 0.27 3.87
N 0.51 -0.62 2.90
H 2.12 -5.64 1.48
H 1.57 -4.25 -0.60
H 1.81 -3.01 4.85
H 0.45 0.71 5.98
H -0.13 1.22 3.59
O -2.67 -0.05 -3.36
P -1.27 -0.80 -3.21
O -0.40 -0.71 -4.38
O -0.73 -0.20 -1.89
O -1.75 -2.30 -2.84
P -0.66 -3.50 -2.64
O -1.40 -4.37 -1.51
O -0.34 -4.28 -3.83
O 0.50 -2.82 -1.88
H -3.01 -0.12 -4.27
H -1.83 -5.14 -1.90
S -1.77 -1.96 0.43
C -2.25 -0.40 0.87
N -3.45 -0.22 1.38
N -3.99 0.97 1.44
C -3.97 2.01 0.50
C -3.56 1.80 -0.81
C -3.63 2.86 -1.71
C -4.11 4.10 -1.30
C -4.54 4.28 0.01
C -4.48 3.24 0.91
N -1.37 0.69 0.82
N -0.21 0.41 0.47
C 0.66 1.56 0.43
C 1.98 1.43 0.83
C 2.81 2.53 0.78
C 2.32 3.75 0.31
C 1.00 3.86 -0.09
C 0.15 2.77 -0.03
H -4.70 1.03 2.16
H -3.23 0.83 -1.16
H -3.33 2.70 -2.73
H -4.16 4.92 -2.00
H -4.93 5.24 0.33
H -4.83 3.37 1.93
H 2.33 0.49 1.22
H 3.84 2.45 1.10
H 2.98 4.61 0.26
H 0.62 4.80 -0.47
H -0.88 2.83 -0.36
I 6.18 -1.23 -0.04
C 4.50 -0.86 -1.20
C 4.60 -0.47 -2.53
C 3.43 -0.24 -3.23
C 2.21 -0.41 -2.60
N 2.12 -0.78 -1.31
C 3.25 -1.00 -0.63
H 5.56 -0.36 -3.00
H 3.45 0.05 -4.27
H 1.28 -0.26 -3.14
H 3.14 -1.29 0.40
*
```


a ends up most stable, edging out the next structure by 0.0100 hartree.


--- a ---
# C7H13O

The ion C7H13O with charge -1 (ωB97M-V with the def2-TZVPD basis set, the OMol25 dataset).

* orbital gap: 4.3 eV
* E_LUMO: 3.4 eV
* HOMO: -0.87 eV

Structure (ORCA input):
```
! wB97M-V def2-TZVPD RIJCOSX def2/J DEFGRID3
* xyz -1 1
C -1.19 -0.79 2.25
O -1.31 -2.12 2.70
C -1.53 -0.76 0.73
C -0.32 -0.53 -0.15
C -0.01 0.92 -0.36
C 0.98 1.75 -2.48
C 1.27 0.99 -1.29
C 2.50 0.65 -0.90
H -2.16 -0.34 2.63
H -0.17 -0.56 2.65
H -2.08 -1.72 0.40
H -2.37 -0.02 0.52
H 0.49 -1.13 0.28
H -0.68 -0.98 -1.13
H 0.16 1.41 0.71
H -0.73 1.46 -0.97
H 1.78 1.48 -3.21
H 0.21 2.31 -2.72
H 3.37 0.49 -1.67
H -0.99 -2.70 2.00
H 2.77 0.17 0.01
*
```


--- b ---
# C7H13O

A structure of composition C7H13O (ωB97M-V with the def2-TZVPD basis set, the OMol25 dataset).

* orbital gap: 5.4 eV
* E_LUMO: 3.3 eV
* HOMO: -2.19 eV

Structure (ORCA input):
```
! wB97M-V def2-TZVPD RIJCOSX def2/J DEFGRID3
* xyz -1 1
C 2.18 -0.62 0.84
O 3.43 -0.22 1.08
C 1.68 -0.18 -0.60
C 0.46 -0.94 -1.11
C -0.79 -0.80 -0.57
C -2.03 -1.38 -0.87
C -1.36 0.01 0.46
C -1.81 1.43 0.13
H 2.10 -1.71 0.80
H 1.37 -0.31 1.59
H 1.53 0.89 -0.51
H 2.55 -0.38 -1.23
H 1.03 1.87 1.17
H 0.58 -1.17 -2.16
H -2.30 -1.59 -1.91
H -2.73 -1.79 -0.16
H -1.87 -0.44 1.30
H 1.64 1.89 1.58
H -2.33 1.88 0.98
H -2.43 1.49 -0.76
H -0.92 2.06 -0.06
*
```


--- c ---
# C7H13O

A cluster of 2 separate species, C7H13O in total (ωB97M-V with the def2-TZVPD basis set, the OMol25 dataset).

* orbital gap: 4.8 eV
* E_LUMO: 2.4 eV
* HOMO: -2.38 eV

Structure (ORCA input):
```
! wB97M-V def2-TZVPD RIJCOSX def2/J DEFGRID3
* xyz -1 1
C 2.34 0.14 -1.12
O 3.55 -0.02 -0.61
C 1.22 0.67 0.00
C -0.10 0.95 -0.52
C -1.25 0.15 -0.33
C -2.47 0.43 -0.98
C -1.28 -0.80 0.75
C -2.40 -1.82 0.83
H 1.99 -0.80 -1.73
H 2.32 1.08 -1.74
H 1.84 1.48 0.40
H 1.09 -0.12 0.75
H 3.71 1.19 1.91
H -0.23 1.73 -1.31
H -3.26 -0.30 -1.09
H -2.59 1.16 -1.78
H -0.41 -0.93 1.39
H 4.04 1.11 2.58
H -2.72 -0.70 0.96
H -2.60 -2.37 -0.11
H -2.80 -2.22 1.78
*
```


a ends up most stable, edging out the next structure by 0.0817 hartree.


--- a ---
# C2H3N3S

A cluster of 2 separate species, C2H3N3S in total (ωB97M-V with the def2-TZVPD basis set, the OMol25 dataset).

* orbital gap: 9.8 eV
* E_LUMO: 0.2 eV
* HOMO: -9.58 eV

Structure (ORCA input):
```
! wB97M-V def2-TZVPD RIJCOSX def2/J DEFGRID3
* xyz 0 1
C -1.48 -0.33 0.77
C 1.85 -0.13 0.23
N -1.42 0.34 -0.22
N 1.46 -1.23 0.47
N -1.36 0.73 -1.38
S 2.90 0.98 -0.17
H -1.85 0.03 1.69
H 0.45 -1.41 0.41
H -0.54 1.04 -1.81
*
```


--- b ---
# C2H3N3S

The molecule C2H3N3S (ωB97M-V with the def2-TZVPD basis set, the OMol25 dataset).

* orbital gap: 9.7 eV
* E_LUMO: 0.2 eV
* structure (SMILES): Sn1cnnc1
* HOMO: -9.49 eV

Structure (ORCA input):
```
! wB97M-V def2-TZVPD RIJCOSX def2/J DEFGRID3
* xyz 0 1
S -0.71 -1.74 0.56
N -0.18 -0.30 0.05
C -0.93 0.73 -0.37
N -0.18 1.58 -0.89
N 1.15 1.30 -0.95
C 1.12 0.24 -0.09
H -0.32 -1.90 1.93
H -1.94 0.39 -0.44
H 1.98 -0.30 0.20
*
```


b ends up most stable, edging out the next structure by 0.0371 hartree.


--- a ---
# C21H64N4O9

A structure of composition C21H64N4O9 (ωB97M-V with the def2-TZVPD basis set, the OMol25 dataset).

* orbital gap: 7.3 eV
* E_LUMO: 0.2 eV
* HOMO: -7.04 eV

Structure (ORCA input):
```
! wB97M-V def2-TZVPD RIJCOSX def2/J DEFGRID3
* xyz 0 1
C -4.18 1.79 -0.19
C -3.39 0.86 -1.10
C -1.86 1.15 -1.06
O -1.53 2.40 -1.63
C -0.28 3.03 -1.33
N -3.77 -0.49 -0.73
H -5.22 1.46 -0.22
H -4.20 2.81 -0.56
H -3.89 2.04 0.83
H -3.85 1.05 -2.07
H -1.27 0.34 -1.49
H -1.39 1.32 -0.09
H -0.18 3.97 -1.86
H 0.59 2.45 -1.64
H -0.10 3.22 -0.27
H -4.69 -0.72 -1.09
H -3.14 -1.13 -1.18
C -3.76 -0.43 1.50
C -2.34 -0.17 1.97
C -1.62 -1.17 2.91
O -2.11 -1.32 4.22
C -2.25 -0.14 5.05
N -1.59 0.01 0.76
H -4.20 0.41 0.96
H -4.44 -0.51 2.35
H -3.84 -1.30 0.84
H -2.57 0.78 2.46
H -0.55 -1.01 2.96
H -1.63 -2.15 2.45
H -1.26 0.29 5.22
H -2.64 -0.48 6.01
H -2.96 0.57 4.61
H -2.14 0.48 0.05
H -1.30 -0.89 0.40
C 2.17 1.00 1.06
C 0.67 0.79 0.61
C 0.55 -0.80 0.26
O 1.21 -0.99 -1.03
C 0.43 -0.55 -2.18
N -0.18 1.36 1.62
H 2.26 0.40 1.96
H 2.59 1.99 1.26
H 2.91 0.54 0.41
H 0.46 1.38 -0.28
H -0.46 -1.22 0.25
H 0.95 -1.41 1.07
H -0.54 -1.01 -2.36
H 1.07 -0.63 -3.06
H 0.17 0.51 -2.12
H -0.99 0.77 1.49
H 0.14 1.07 2.54
C 4.46 -1.28 -3.57
C 3.04 -0.73 -3.75
C 2.87 0.68 -3.27
O 1.68 1.33 -3.61
C 1.59 2.69 -3.15
N 2.92 -0.74 -5.20
H 5.26 -0.81 -4.13
H 4.56 -2.30 -3.94
H 4.68 -1.33 -2.50
H 2.22 -1.33 -3.38
H 3.82 1.13 -3.54
H 2.94 0.76 -2.19
H 0.84 3.31 -3.63
H 2.48 3.31 -3.25
H 1.47 2.69 -2.06
H 2.32 0.04 -5.46
H 3.79 -0.47 -5.63
C 0.44 1.05 3.78
O 1.14 -0.11 3.37
H -0.54 1.10 3.31
H 0.24 0.92 4.85
H 0.90 2.01 3.54
H 1.93 -0.34 3.86
C -1.48 -2.29 -2.11
O -2.21 -1.45 -1.23
H -1.81 -3.32 -1.97
H -1.68 -2.00 -3.14
H -0.40 -2.26 -1.96
H -2.35 -1.94 -0.41
C 2.72 -2.38 -1.03
O 3.49 -3.54 -0.74
H 1.78 -2.53 -0.51
H 3.22 -1.44 -0.80
H 2.49 -2.23 -2.09
H 4.41 -3.29 -0.82
C 1.88 -3.43 1.61
O 2.14 -4.70 2.22
H 2.82 -2.96 1.31
H 1.25 -3.42 0.73
H 1.36 -2.66 2.18
H 2.57 -5.29 1.60
C -1.07 3.06 3.01
O -0.03 3.24 2.08
H -1.76 3.89 2.96
H -1.63 2.20 2.64
H -0.56 2.98 3.97
H 0.00 2.45 1.54
*
```


--- b ---
# C21H64N4O9

A cluster of 9 separate species, C21H64N4O9 in total (ωB97M-V with the def2-TZVPD basis set, the OMol25 dataset).

* orbital gap: 9.2 eV
* E_LUMO: 0.3 eV
* structure (SMILES): COC[C@H](C)N.COC[C@H](C)N.COC[C@H](C)N.COC[C@H](C)N.CO.CO.CO.CO.CO
* HOMO: -8.94 eV

Structure (ORCA input):
```
! wB97M-V def2-TZVPD RIJCOSX def2/J DEFGRID3
* xyz 0 1
C 2.06 6.38 4.72
O 1.01 6.78 5.60
C 0.41 5.62 6.13
C -1.13 5.80 6.00
C -1.85 6.73 6.97
N -1.77 4.51 6.09
H 1.62 6.18 3.74
H 2.63 5.54 5.13
H 2.79 7.19 4.71
H 0.69 4.81 5.45
H 0.61 5.43 7.18
H -1.34 6.15 4.98
H -1.56 6.43 7.98
H -2.93 6.77 6.84
H -1.46 7.74 6.93
H -2.69 4.53 6.50
H -1.30 3.83 6.67
C -0.75 -7.21 3.39
O -0.26 -8.13 4.38
C -0.17 -9.44 3.94
C 0.18 -10.24 5.28
C 1.55 -9.69 5.83
N 0.25 -11.65 5.08
H -1.02 -6.29 3.91
H -1.78 -7.51 3.16
H -0.16 -7.02 2.50
H -1.16 -9.71 3.56
H 0.53 -9.58 3.12
H -0.50 -10.13 6.13
H 2.24 -9.56 4.99
H 1.99 -10.33 6.59
H 1.39 -8.70 6.26
H 1.03 -11.96 4.52
H -0.51 -11.84 4.44
C 6.45 8.53 -7.61
O 6.33 7.47 -6.71
C 7.27 7.65 -5.62
C 6.93 6.51 -4.76
C 5.61 6.58 -4.01
N 7.95 6.12 -3.84
H 5.92 8.16 -8.49
H 7.49 8.81 -7.80
H 5.93 9.42 -7.26
H 8.26 7.66 -6.08
H 7.10 8.61 -5.14
H 6.72 5.58 -5.29
H 5.45 5.77 -3.30
H 4.74 6.57 -4.68
H 5.58 7.49 -3.40
H 8.77 5.78 -4.32
H 7.68 5.29 -3.33
C -0.07 2.21 -0.11
O -0.62 1.10 -0.77
C -1.64 0.41 -0.14
C -1.95 -0.75 -1.07
C -2.50 -0.29 -2.39
N -2.99 -1.66 -0.56
H 0.36 2.87 -0.86
H 0.64 1.97 0.68
H -0.82 2.78 0.44
H -1.27 -0.04 0.78
H -2.54 0.94 0.18
H -1.11 -1.43 -1.24
H -2.90 0.72 -2.32
H -3.11 -0.98 -2.96
H -1.52 -0.16 -2.86
H -2.60 -2.00 0.30
H -3.09 -2.54 -1.05
C -9.16 -2.80 -0.13
O -9.43 -3.34 -1.40
H -9.82 -2.07 0.33
H -8.89 -3.50 0.67
H -8.30 -2.14 -0.21
H -8.88 -4.12 -1.54
C 4.00 -0.03 -3.95
O 5.19 -0.64 -3.34
H 3.87 1.02 -3.71
H 4.02 0.02 -5.04
H 3.02 -0.42 -3.65
H 5.20 -1.59 -3.38
C -9.40 -1.96 -6.92
O -10.18 -1.14 -6.07
H -9.50 -1.65 -7.97
H -8.37 -2.03 -6.56
H -9.71 -3.00 -6.86
H -10.12 -1.43 -5.15
C -6.48 -8.15 -1.69
O -6.10 -7.19 -2.54
H -6.75 -7.71 -0.73
H -7.31 -8.74 -2.07
H -5.67 -8.87 -1.70
H -6.05 -7.61 -3.40
C 6.53 2.25 1.02
O 7.31 1.95 -0.14
H 7.04 1.89 1.91
H 6.41 3.34 1.01
H 5.60 1.71 0.86
H 6.87 1.37 -0.76
*
```


b ends up most stable, edging out the next structure by 1.0642 hartree.


--- a ---
# C2F2O

The molecule C2F2O (ωB97M-V with the def2-TZVPD basis set, the OMol25 dataset).

* orbital gap: 9.0 eV
* E_LUMO: -1.2 eV
* HOMO: -10.14 eV

Structure (ORCA input):
```
! wB97M-V def2-TZVPD RIJCOSX def2/J DEFGRID3
* xyz 0 1
C 0.52 0.09 -0.05
C -0.89 -0.03 -0.18
O 0.99 -1.00 0.17
F 1.12 1.07 -0.72
F -1.75 -0.13 0.78
*
```


--- b ---
# C2F2O

A structure of composition C2F2O (ωB97M-V with the def2-TZVPD basis set, the OMol25 dataset).

* orbital gap (spin up / spin down): 9.2 / 9.2 eV
* E_LUMO (spin up / spin down): -0.4 / -0.4 eV
* HOMO (spin up / spin down): -9.56 / -9.56 eV

Structure (ORCA input):
```
! wB97M-V def2-TZVPD RIJCOSX def2/J DEFGRID3
* xyz 0 1
C -0.03 -0.20 -0.53
C -0.13 0.70 0.59
O 0.85 -0.74 0.18
F -0.67 0.70 1.75
F -0.02 -0.46 -1.99
*
```


a ends up most stable, edging out the next structure by 0.0623 hartree.


--- a ---
# C4H12O2

A cluster of 3 separate species, C4H12O2 in total (ωB97M-V with the def2-TZVPD basis set, the OMol25 dataset).

* orbital gap: 10.3 eV
* E_LUMO: 0.8 eV
* structure (SMILES): C/C=C/C.O.O
* HOMO: -9.51 eV

Structure (ORCA input):
```
! wB97M-V def2-TZVPD RIJCOSX def2/J DEFGRID3
* xyz 0 1
C -1.24 -1.76 -0.04
C -1.15 -0.50 0.75
C -0.78 0.66 0.24
C -0.71 1.93 1.03
H -0.79 -1.68 -1.02
H -2.30 -2.02 -0.16
H -0.80 -2.65 0.40
H -1.35 -0.57 1.82
H -0.44 0.74 -0.79
H -0.80 1.67 2.07
H -1.53 2.57 0.70
H 0.25 2.37 0.88
O 2.24 -0.18 0.20
H 1.31 -0.08 0.42
H 2.79 -0.42 0.96
O 1.41 0.09 -2.59
H 1.73 -0.23 -1.72
H 2.17 0.08 -3.16
*
```


--- b ---
# C4H12O2

A cluster of 2 separate species, C4H12O2 in total (ωB97M-V with the def2-TZVPD basis set, the OMol25 dataset).

* orbital gap: 11.0 eV
* E_LUMO: 0.7 eV
* structure (SMILES): CCO.CCO
* HOMO: -10.25 eV

Structure (ORCA input):
```
! wB97M-V def2-TZVPD RIJCOSX def2/J DEFGRID3
* xyz 0 1
C -0.76 4.21 1.66
C -1.53 3.03 1.00
O -0.84 1.81 1.05
H 0.31 4.11 1.48
H -1.00 5.17 1.20
H -0.91 4.18 2.73
H -1.67 3.35 -0.02
H -2.46 2.96 1.56
H -1.07 1.40 1.88
C 0.37 -3.81 -1.87
C 1.50 -3.38 -0.95
O 2.18 -2.29 -1.56
H 0.73 -3.96 -2.90
H 0.05 -4.84 -1.66
H -0.47 -3.14 -1.86
H 2.19 -4.20 -0.74
H 1.01 -3.04 -0.05
H 2.37 -1.56 -0.95
*
```


--- c ---
# C4H12O2

A cluster of 2 separate species, C4H12O2 in total (ωB97M-V with the def2-TZVPD basis set, the OMol25 dataset).

* orbital gap: 11.1 eV
* E_LUMO: 0.9 eV
* structure (SMILES): CC[C@@H](C)O.O
* HOMO: -10.21 eV

Structure (ORCA input):
```
! wB97M-V def2-TZVPD RIJCOSX def2/J DEFGRID3
* xyz 0 1
C 0.29 1.69 -0.09
C -0.35 0.31 -0.34
C -1.31 0.00 -1.49
C -1.91 -1.40 -1.24
O -2.33 0.96 -1.58
H -0.14 2.55 -0.62
H 0.17 1.95 0.97
H 1.35 1.74 -0.39
H -1.06 0.27 0.50
H 0.46 -0.42 -0.22
H -0.82 -0.06 -2.45
H -1.32 -2.29 -1.44
H -2.90 -1.26 -1.68
H -2.10 -1.45 -0.14
H -2.54 1.43 -0.78
O 4.84 -1.41 3.29
H 5.06 -0.58 3.70
H 4.61 -2.01 4.00
*
```


--- d ---
# C4H12O2

A cluster of 2 separate species, C4H12O2 in total (ωB97M-V with the def2-TZVPD basis set, the OMol25 dataset).

* orbital gap: 10.9 eV
* E_LUMO: 0.6 eV
* structure (SMILES): CC[C@H](C)O.O
* HOMO: -10.25 eV

Structure (ORCA input):
```
! wB97M-V def2-TZVPD RIJCOSX def2/J DEFGRID3
* xyz 0 1
C 1.22 -0.47 -1.09
C -0.21 -0.59 -1.38
C -1.14 0.53 -1.11
C -2.52 0.00 -0.95
O -1.17 1.64 -2.13
H 1.59 -1.45 -0.70
H 1.56 0.25 -0.28
H 1.88 -0.17 -1.92
H -0.37 -1.01 -2.43
H -0.50 -1.41 -0.61
H -0.78 0.73 -0.03
H -3.08 0.83 -1.32
H -2.55 -1.15 -1.34
H -3.00 -0.15 0.02
H -0.22 1.90 -2.20
O 3.06 0.10 6.21
H 3.45 -0.49 5.56
H 2.77 0.91 5.68
*
```


a ends up most stable, edging out the next structure by 0.0131 hartree.